ORCA calculation (ωB97M-V with the def2-TZVPD basis set) on a 10-piece molecular cluster, C40H110N10O10 overall.

Each line ends with the Löwdin charge.
Cartesian coordinates (Å):
1 C 22.43555 -10.91587 -9.20474  -0.07
2 H 23.38738 -5.62237 -2.38906  0.09
3 H 16.14101 -11.34587 -6.18487  0.12
4 C 21.10620 -18.41772 -4.75422  -0.46
5 H 18.74961 -12.79404 -7.06492  0.09
6 H 20.11992 -18.79802 -0.81441  0.07
7 H 15.09812 -13.23780 4.93834  0.07
8 H 22.93236 -10.22806 -5.15169  0.11
9 H 15.98633 -12.07415 5.33987  0.07
10 H 16.34389 -10.23048 -3.92875  0.06
11 O 21.31500 -8.62252 -2.31007  -0.20
12 N 26.12525 -5.36879 -5.73695  0.04
13 H 21.66894 -7.00563 -1.04550  0.07
14 H 19.86549 -12.33066 3.87073  0.12
15 C 18.84092 -11.89423 -6.45655  -0.08
16 H 14.15185 -12.20038 -5.95353  0.07
17 N 21.64012 -19.11145 -5.88455  0.03
18 H 20.21140 -18.96859 -4.46440  0.14
19 H 17.16036 -9.70534 -0.06721  0.07
20 H 26.40113 -9.25776 4.33947  0.08
21 C 20.27975 -9.49678 -2.78124  -0.14
22 C 17.11482 -15.97273 -0.71291  -0.40
23 H 24.08771 -10.98662 -7.28749  0.10
24 C 26.63440 -4.78562 -4.53631  -0.43
25 H 26.66890 -12.41164 -7.05962  0.06
26 N 18.52374 -11.31426 -2.18183  0.07
27 C 26.47530 -12.76648 -4.01642  -0.20
28 O 16.22991 -10.60236 1.61335  -0.18
29 H 17.25742 -14.35479 0.85005  0.07
30 H 14.90874 -13.52330 -6.19859  0.06
31 O 25.30530 -12.06480 -4.26847  -0.21
32 H 20.80995 -19.32242 -6.41971  0.07
33 H 23.11734 -13.33061 1.92123  0.07
34 H 27.12789 -10.74467 1.27242  0.07
35 H 20.89228 -9.50035 2.70821  0.07
36 H 21.72840 -13.54565 0.77900  0.06
37 H 24.43928 -12.37510 -2.45033  0.07
38 H 22.84700 -10.30692 -10.00971  0.08
39 H 18.44765 -11.66168 -3.12713  0.02
40 H 24.86155 -10.70848 -1.51706  0.07
41 H 20.11976 -12.04712 2.15021  0.11
42 H 19.17009 -19.41902 0.54094  0.09
43 H 29.58563 -12.95755 -5.36238  0.06
44 H 15.62019 -17.33081 -0.11875  0.06
45 H 18.96584 -20.01959 -1.12239  0.08
46 H 20.94796 -9.78413 4.43094  0.08
47 H 21.58314 -16.39348 -5.34087  0.13
48 O 21.69629 -11.40750 3.31370  -0.19
49 H 26.87812 -14.03747 -6.54501  0.08
50 C 19.74798 -15.23181 -3.99574  -0.14
51 H 24.18792 -9.43047 -7.93794  0.12
52 H 22.86320 -11.90889 -9.06654  0.08
53 H 18.25348 -10.50587 0.95022  0.06
54 H 23.74870 -7.34422 -2.06525  0.07
55 N 15.81312 -12.65267 4.53030  0.02
56 O 18.07778 -18.17962 -0.75114  -0.18
57 H 17.17191 -13.77145 -5.67778  0.11
58 C 21.17011 -13.78205 2.89861  -0.44
59 O 25.79828 -9.50202 -0.24185  -0.19
60 C 25.84242 -9.61445 2.20687  -0.49
61 H 14.17481 -10.06479 3.38484  0.08
62 H 20.58274 -9.98823 -3.70578  0.12
63 C 23.51211 -9.53344 -5.75954  -0.40
64 C 17.33700 -9.91698 0.98735  -0.09
65 H 17.85957 -10.55572 -2.24189  0.04
66 H 17.51422 -8.93855 1.43386  0.09
67 H 24.60115 -6.11895 -1.21533  0.08
68 H 23.69812 -9.85750 -0.43970  0.07
69 H 23.26652 -12.13308 -3.71854  0.08
70 H 26.90694 -12.46067 -3.06340  0.12
71 C 18.34768 -16.87027 -0.36163  -0.22
72 H 20.57595 -14.52582 -4.06041  0.08
73 C 16.59106 -11.03314 2.90550  -0.20
74 H 28.30099 -13.03977 -7.06084  0.07
75 C 24.67506 -10.33580 -0.50987  -0.09
76 H 24.95896 -8.04705 1.04536  0.12
77 H 24.87906 -8.64265 3.84481  0.06
78 H 21.96500 -20.02700 -5.60829  0.07
79 H 17.44372 -11.71144 2.87474  0.10
80 H 25.18355 -10.48531 -4.96592  0.02
81 H 20.51780 -12.56471 -1.01382  0.06
82 C 27.60717 -12.54991 -5.05406  -0.37
83 H 24.60976 -11.14392 0.21868  0.08
84 C 22.11484 -18.48020 -3.63715  -0.06
85 H 22.97371 -17.81803 -3.74651  0.08
86 H 20.07822 -7.68985 -0.84777  0.09
87 O 18.39733 -12.13027 -5.12798  -0.22
88 H 18.28451 -11.10558 -6.96305  0.08
89 C 20.60956 -12.35344 3.07453  -0.15
90 C 25.80155 -8.73756 1.00850  -0.18
91 H 27.78328 -3.41162 -5.81865  0.07
92 H 15.13627 -15.80735 -0.32397  0.06
93 N 14.79872 -12.81790 -5.48416  0.02
94 H 24.67058 -9.14822 -4.13916  0.06
95 C 23.56306 -10.03125 -7.27708  -0.20
96 H 19.90074 -11.64119 -6.48547  0.08
97 H 21.67379 -18.07064 -2.72839  0.06
98 H 19.73274 -10.33530 -0.83204  0.10
99 H 14.95029 -12.25500 2.64484  0.14
100 C 21.44065 -10.02677 3.48942  -0.12
101 C 20.68996 -16.96053 -5.07863  -0.19
102 H 21.42459 -11.14872 -9.53916  0.07
103 H 24.70771 -4.26914 -3.64673  0.12
104 H 21.58218 -8.60289 -0.43491  0.08
105 H 25.79135 -6.23098 -5.33046  0.05
106 C 25.89762 -8.79794 3.48909  -0.06
107 H 22.33861 -9.40895 3.49803  0.07
108 H 15.50563 -11.59127 -3.21851  0.08
109 H 21.80752 -14.05132 3.74081  0.13
110 H 27.37234 -5.42258 -4.04862  0.13
111 H 26.27163 -13.81345 -3.79176  0.12
112 N 20.22588 -14.84512 2.73484  0.05
113 H 14.67452 -10.53150 -4.36332  0.07
114 C 24.17536 -6.34923 -2.19194  -0.09
115 C 15.31869 -11.76308 3.54506  -0.44
116 H 19.24612 -16.37137 -0.72495  0.12
117 O 22.34551 -10.16014 -7.94591  -0.20
118 C 20.84770 -11.87066 -1.78684  -0.05
119 H 18.13701 -14.04139 -0.59663  0.05
120 N 27.05529 -10.37971 2.21138  0.05
121 H 25.29882 -4.82840 -5.94925  0.07
122 H 19.42759 -8.84008 -2.95642  0.12
123 C 16.00102 -11.98214 -5.31099  -0.40
124 H 19.82588 -14.83816 1.80744  0.05
125 H 18.45246 -16.89281 0.72308  0.12
126 H 24.90596 -10.17051 2.25071  0.13
127 H 27.97308 -3.10119 -4.11286  0.06
128 O 20.14924 -16.53522 -3.86351  -0.16
129 N 28.88963 -13.24037 -4.68732  0.02
130 H 19.97896 -16.93175 -5.90431  0.13
131 H 22.49443 -14.90230 1.65870  0.08
132 C 17.23834 -14.53372 -0.22500  -0.08
133 H 26.73021 -8.16707 1.02363  0.13
134 H 25.89302 -4.48692 -2.46744  0.12
135 H 19.28994 -14.84937 -3.08358  0.08
136 C 14.29697 -10.83485 4.14653  -0.07
137 C 19.88115 -10.70580 -1.84634  -0.37
138 H 17.08875 -13.26520 -3.99454  0.12
139 H 26.41974 -2.63889 -4.91790  0.07
140 H 19.42374 -14.61551 3.30398  0.07
141 C 21.09950 -7.92987 -1.14353  -0.14
142 H 23.05660 -7.74576 -4.66044  0.06
143 C 24.25160 -12.55031 -3.50966  -0.11
144 N 24.80940 -9.55138 -5.05474  0.06
145 H 14.67724 -10.33804 5.03910  0.08
146 H 21.89454 -8.22229 -5.81042  0.08
147 H 17.02948 -16.05219 -1.79665  0.13
148 H 27.71815 -11.47008 -5.15283  0.13
149 C 27.23838 -3.35737 -4.87619  -0.04
150 H 26.31784 -7.79511 3.41281  0.08
151 H 16.35480 -14.04570 -0.63646  0.07
152 H 21.00116 -12.41291 -2.71985  0.07
153 C 27.35716 -13.05881 -6.51595  -0.06
154 H 27.78338 -9.68045 2.24330  0.08
155 C 19.12825 -19.13266 -0.50995  -0.08
156 H 19.02322 -14.95375 -4.76092  0.08
157 H 16.95835 -10.15720 3.44021  0.12
158 C 22.97278 -8.14216 -5.67235  -0.07
159 H 29.23939 -12.91739 -3.79655  0.06
160 C 17.22021 -12.90702 -5.01557  -0.20
161 C 25.56725 -4.90059 -3.42183  -0.23
162 H 22.55894 -19.46622 -3.50058  0.08
163 H 13.36004 -11.36094 4.32946  0.08
164 C 22.18574 -13.85859 1.71761  -0.05
165 O 25.12567 -6.23929 -3.27295  -0.20
166 N 15.89587 -16.37070 0.03063  0.03
167 C 15.62277 -11.02021 -4.13952  -0.06
168 H 24.05994 -13.61945 -3.60087  0.09
169 H 23.50214 -7.46221 -6.33985  0.09
170 H 21.79746 -11.54430 -1.36310  0.07

Its SMILES is COC[C@H](C)N.COC[C@H](C)N.COC[C@H](C)N.COC[C@H](C)N.COC[C@H](C)N.COC[C@H](C)N.COC[C@H](C)N.COC[C@H](C)N.COC[C@H](C)N.COC[C@H](C)N. As for the HOMO-LUMO gap: 0.3239 hartree. The relative energy (zero: lowest compared OMol25 entry of this formula, charge and spin) is 119.5 kcal/mol. The LUMO energy is 0.48 eV. Its molecular weight is 891.4 g/mol. The calculation puts the total energy at -2889.620754 hartree.